No. 1
{"formula": "C43H45AsCl2HfN5O6S2Se", "method": "ωB97M-V with the def2-TZVPD basis set", "symbols": ["Hf", "O", "C", "O", "C", "C", "C", "C", "C", "C", "S", "H", "H", "H", "H", "O", "N", "N", "O", "C", "C", "C", "C", "C", "C", "H", "H", "H", "H", "H", "C", "C", "C", "C", "C", "C", "Se", "C", "C", "C", "H", "H", "H", "H", "H", "H", "H", "H", "H", "H", "H", "Cl", "C", "C", "C", "C", "C", "Cl", "C", "N", "C", "C", "C", "C", "C", "C", "C", "C", "O", "O", "H", "H", "H", "H", "H", "H", "H", "H", "H", "H", "C", "C", "N", "C", "C", "N", "H", "H", "H", "H", "H", "H", "C", "As", "C", "C", "S", "H", "H", "H", "H", "H", "H", "H", "H", "H"], "positions_angstrom": [[1.581, 0.417, 0.266], [4.560, -2.240, 1.573], [3.758, -1.375, 1.885], [2.775, -1.027, 1.104], [3.840, -0.710, 3.227], [4.714, -1.304, 4.143], [4.873, -0.813, 5.421], [4.144, 0.311, 5.803], [3.284, 0.912, 4.910], [3.105, 0.424, 3.602], [1.973, 1.348, 2.624], [5.265, -2.171, 3.805], [5.553, -1.293, 6.114], [4.246, 0.716, 6.803], [2.715, 1.786, 5.204], [0.211, 0.042, -1.439], [-0.505, -1.004, -1.441], [-0.500, -1.606, -0.324], [0.220, -1.167, 0.691], [-1.295, -2.777, -0.138], [-2.113, -3.238, -1.161], [-2.859, -4.383, -0.948], [-2.792, -5.055, 0.268], [-1.975, -4.570, 1.277], [-1.219, -3.421, 1.084], [-2.153, -2.709, -2.101], [-3.501, -4.751, -1.738], [-3.375, -5.953, 0.424], [-1.922, -5.083, 2.228], [-0.573, -3.025, 1.852], [-5.492, 4.366, 5.367], [-4.543, 3.491, 4.591], [-3.175, 3.532, 4.823], [-2.288, 2.718, 4.128], [-0.817, 2.814, 4.414], [-2.787, 1.828, 3.165], [-1.586, 0.602, 2.295], [-4.161, 1.798, 2.889], [-4.785, 0.937, 1.819], [-5.014, 2.625, 3.617], [-4.953, 5.005, 6.067], [-6.203, 3.766, 5.938], [-6.070, 5.010, 4.700], [-2.782, 4.216, 5.569], [-0.618, 3.621, 5.121], [-0.251, 2.991, 3.498], [-0.430, 1.879, 4.821], [-4.037, 0.379, 1.262], [-5.344, 1.563, 1.120], [-5.488, 0.226, 2.258], [-6.079, 2.593, 3.402], [2.729, -3.912, -5.505], [1.520, -2.684, -5.727], [0.773, -2.744, -6.890], [-0.106, -1.726, -7.215], [-0.202, -0.632, -6.372], [0.527, -0.592, -5.198], [0.368, 0.829, -4.209], [1.383, -1.637, -4.795], [2.086, -1.572, -3.611], [2.187, -2.655, -2.693], [1.186, -3.621, -2.647], [1.253, -4.667, -1.744], [2.317, -4.739, -0.857], [3.298, -3.761, -0.883], [3.259, -2.709, -1.792], [4.371, -1.686, -1.771], [4.006, -0.337, -1.175], [4.813, 0.342, -0.574], [2.764, 0.036, -1.402], [0.915, -3.590, -7.549], [-0.690, -1.772, -8.123], [-0.846, 0.203, -6.612], [2.044, -0.683, -3.120], [0.343, -3.539, -3.322], [0.461, -5.406, -1.715], [2.376, -5.544, -0.136], [4.109, -3.783, -0.165], [4.702, -1.483, -2.797], [5.216, -2.063, -1.200], [4.385, 3.076, 1.093], [3.195, 3.451, 0.286], [2.305, 2.656, -0.278], [1.421, 3.472, -0.965], [1.784, 4.765, -0.816], [2.916, 4.734, -0.027], [4.807, 2.148, 0.709], [4.097, 2.911, 2.131], [5.132, 3.870, 1.040], [0.594, 3.064, -1.522], [1.359, 5.679, -1.190], [3.436, 5.524, 0.312], [-4.308, 2.070, -1.568], [-2.678, 1.575, -2.547], [-3.110, -0.325, -2.746], [-3.319, 2.123, -4.325], [-0.650, 1.929, 0.776], [-5.191, 1.590, -1.994], [-4.435, 3.153, -1.602], [-4.193, 1.773, -0.526], [-4.123, -0.444, -3.135], [-3.033, -0.807, -1.773], [-2.395, -0.795, -3.421], [-4.337, 1.773, -4.501], [-2.658, 1.707, -5.087], [-3.293, 3.210, -4.406]], "lowdin_charge": [1.36, 0.06, -0.54, -0.20, -0.14, -0.04, -0.10, -0.11, -0.14, -0.55, 0.61, 0.11, 0.09, 0.09, 0.09, -0.36, 0.03, -0.17, -0.29, -0.16, -0.03, -0.08, -0.10, -0.07, 0.00, 0.09, 0.10, 0.10, 0.10, 0.12, -0.06, -0.28, -0.02, -0.29, -0.10, -0.47, 0.63, -0.28, -0.09, -0.03, 0.07, 0.08, 0.08, 0.11, 0.07, 0.02, 0.07, 0.02, 0.07, 0.08, 0.12, 0.72, -0.58, -0.13, -0.10, -0.13, -0.55, 0.75, -0.29, 0.09, -0.24, -0.07, -0.09, -0.08, -0.03, -0.15, -0.03, -0.60, 0.07, -0.22, 0.10, 0.10, 0.09, 0.07, 0.11, 0.10, 0.10, 0.10, 0.13, 0.12, -0.02, -0.38, -0.03, -0.19, -0.08, 0.10, 0.06, 0.05, 0.08, 0.08, 0.11, 0.15, -0.34, 1.03, -0.35, -0.36, 0.00, 0.02, 0.02, -0.02, 0.03, 0.00, 0.01, 0.01, -0.01, 0.01], "energy_ev": -239272.0903, "e_above_lowest_kcal_mol": 0.00, "e_homo_ev": -4.27, "charge": -1, "orbital_gap_ev": 6.7}



No. 2
{"formula": "C43H45CaN5P3", "method": "ωB97M-V with the def2-TZVPD basis set", "symbols": ["Ca", "N", "P", "C", "C", "C", "C", "C", "C", "C", "C", "C", "C", "C", "C", "C", "C", "C", "C", "C", "N", "H", "H", "H", "H", "H", "H", "H", "H", "H", "H", "H", "H", "H", "H", "H", "N", "P", "C", "C", "C", "C", "C", "C", "C", "C", "C", "C", "C", "C", "P", "C", "C", "C", "C", "C", "C", "C", "C", "C", "C", "C", "C", "H", "H", "H", "H", "H", "H", "H", "H", "H", "H", "H", "H", "H", "H", "H", "H", "H", "H", "H", "H", "H", "N", "C", "C", "N", "H", "H", "H", "H", "H", "H", "H", "H", "H"], "positions_angstrom": [[-0.064, 0.186, 0.530], [2.630, 2.023, 1.277], [2.801, 0.424, 0.684], [4.533, 0.476, 0.114], [5.535, 0.845, 1.015], [6.855, 0.869, 0.603], [7.189, 0.511, -0.699], [6.195, 0.151, -1.596], [4.866, 0.136, -1.193], [3.018, -0.528, 2.243], [3.753, -1.715, 2.208], [3.913, -2.481, 3.353], [3.339, -2.069, 4.549], [2.617, -0.886, 4.595], [2.450, -0.120, 3.448], [1.586, 2.900, 1.040], [1.802, 4.278, 1.142], [0.748, 5.137, 0.933], [-0.514, 4.615, 0.642], [-0.646, 3.254, 0.565], [0.379, 2.393, 0.749], [3.500, 2.484, 1.505], [5.291, 1.099, 2.041], [7.632, 1.159, 1.299], [8.224, 0.517, -1.009], [6.453, -0.110, -2.614], [4.085, -0.117, -1.902], [4.254, -2.000, 1.287], [4.523, -3.376, 3.335], [3.477, -2.654, 5.448], [2.208, -0.547, 5.538], [1.919, 0.824, 3.506], [2.792, 4.651, 1.369], [0.900, 6.207, 0.988], [-1.364, 5.260, 0.475], [-1.613, 2.805, 0.354], [-2.477, -0.344, 2.398], [-2.810, -0.291, 0.730], [-4.597, 0.060, 0.756], [-5.423, -0.487, -0.227], [-6.780, -0.209, -0.224], [-7.317, 0.624, 0.747], [-6.497, 1.177, 1.720], [-5.137, 0.908, 1.723], [-2.814, -2.031, 0.161], [-2.533, -2.267, -1.187], [-2.609, -3.554, -1.704], [-2.935, -4.612, -0.865], [-3.203, -4.383, 0.480], [-3.160, -3.095, 0.990], [-0.890, -0.443, 3.027], [-0.830, -2.162, 3.629], [0.086, -3.043, 3.059], [0.055, -4.389, 3.395], [-0.892, -4.858, 4.292], [-1.804, -3.983, 4.870], [-1.771, -2.637, 4.543], [-1.070, 0.579, 4.517], [-0.673, 0.156, 5.783], [-0.903, 0.968, 6.884], [-1.503, 2.209, 6.726], [-1.848, 2.658, 5.457], [-1.627, 1.850, 4.354], [-3.249, -0.549, 3.026], [-5.016, -1.140, -0.988], [-7.420, -0.648, -0.977], [-8.375, 0.847, 0.742], [-6.918, 1.824, 2.477], [-4.505, 1.353, 2.483], [-2.304, -1.427, -1.839], [-2.446, -3.735, -2.759], [-3.000, -5.616, -1.266], [-3.477, -5.212, 1.120], [-3.411, -2.920, 2.029], [0.844, -2.650, 2.384], [0.777, -5.080, 2.975], [-0.911, -5.908, 4.556], [-2.536, -4.351, 5.576], [-2.470, -1.952, 5.009], [-0.204, -0.811, 5.911], [-0.614, 0.626, 7.869], [-1.706, 2.829, 7.588], [-2.287, 3.638, 5.326], [-1.899, 2.194, 3.362], [3.333, -5.298, -0.608], [1.934, -4.757, -0.712], [1.902, -3.228, -0.561], [0.549, -2.688, -0.644], [3.325, -6.319, -0.534], [3.812, -4.934, 0.219], [3.896, -5.056, -1.426], [1.337, -5.217, 0.074], [1.532, -5.056, -1.679], [2.508, -2.764, -1.344], [2.320, -2.948, 0.409], [-0.074, -3.168, 0.003], [0.161, -2.817, -1.572]], "lowdin_charge": [1.04, -0.12, 0.97, -0.39, -0.09, -0.04, -0.04, -0.06, -0.11, -0.39, -0.14, -0.07, -0.05, -0.06, -0.12, -0.37, 0.02, -0.01, -0.03, -0.15, -0.10, 0.11, 0.12, 0.12, 0.12, 0.12, 0.10, 0.10, 0.11, 0.12, 0.11, 0.10, 0.13, 0.13, 0.12, 0.10, -0.41, 0.88, -0.36, -0.08, -0.05, -0.04, -0.06, -0.10, -0.41, -0.16, -0.09, -0.06, -0.05, -0.07, 0.87, -0.37, -0.12, -0.08, -0.05, -0.04, -0.09, -0.37, -0.10, -0.05, -0.04, -0.06, -0.11, 0.08, 0.10, 0.12, 0.12, 0.12, 0.09, 0.11, 0.12, 0.12, 0.12, 0.11, 0.07, 0.10, 0.12, 0.12, 0.12, 0.10, 0.12, 0.12, 0.12, 0.09, 0.21, -0.12, -0.26, 0.02, 0.18, 0.17, 0.18, 0.13, 0.14, 0.13, 0.08, 0.06, 0.08], "energy_ev": -99058.0904, "e_above_lowest_kcal_mol": 9.19, "e_homo_ev": -15.33, "charge": 3, "orbital_gap_ev": 7.9}



No. 3
{"formula": "C43H46AuBrN5O6", "method": "ωB97M-V with the def2-TZVPD basis set", "symbols": ["Au", "C", "C", "C", "C", "C", "C", "C", "C", "C", "C", "C", "C", "N", "C", "O", "C", "C", "C", "C", "C", "N", "C", "O", "N", "C", "C", "C", "C", "C", "C", "C", "C", "C", "C", "C", "C", "H", "H", "H", "H", "H", "H", "H", "H", "H", "H", "H", "H", "H", "H", "H", "H", "H", "H", "H", "H", "H", "H", "H", "H", "H", "H", "H", "H", "H", "H", "H", "H", "H", "H", "H", "H", "H", "C", "N", "C", "C", "C", "O", "N", "C", "O", "H", "H", "H", "H", "H", "Br", "C", "C", "C", "C", "C", "C", "C", "O", "O", "H", "H", "H", "H"], "positions_angstrom": [[0.068, -0.335, 0.845], [-4.943, 0.821, -0.076], [-4.048, -0.081, 0.774], [-4.715, -0.386, 2.122], [-3.673, -1.377, 0.081], [-4.562, -1.987, -0.798], [-4.292, -3.234, -1.343], [-3.117, -3.885, -1.018], [-2.189, -3.298, -0.161], [-0.916, -4.060, 0.179], [-0.079, -4.328, -1.074], [-1.235, -5.359, 0.922], [-2.480, -2.043, 0.386], [-1.544, -1.478, 1.327], [-1.570, -1.912, 2.609], [-2.371, -2.680, 3.122], [-0.447, -1.347, 3.426], [-0.307, -1.450, 4.788], [0.811, -0.866, 5.377], [1.755, -0.208, 4.596], [1.542, -0.148, 3.241], [0.481, -0.732, 2.714], [2.442, 0.500, 2.240], [3.508, 0.973, 2.607], [1.951, 0.442, 0.979], [2.845, 0.806, -0.092], [2.615, 1.938, -0.885], [3.563, 2.278, -1.849], [4.705, 1.522, -2.035], [4.906, 0.390, -1.260], [3.986, 0.006, -0.292], [4.260, -1.273, 0.497], [4.401, -2.499, -0.414], [5.511, -1.119, 1.367], [1.433, 2.865, -0.665], [1.867, 4.088, 0.151], [0.772, 3.283, -1.980], [-5.040, 1.800, 0.405], [-5.952, 0.407, -0.176], [-4.519, 0.974, -1.069], [-3.124, 0.450, 0.978], [-5.676, -0.889, 1.964], [-4.898, 0.544, 2.672], [-4.093, -1.036, 2.743], [-5.487, -1.482, -1.054], [-5.004, -3.699, -2.017], [-2.914, -4.867, -1.434], [-0.319, -3.442, 0.847], [-0.645, -4.916, -1.804], [0.827, -4.885, -0.816], [0.229, -3.399, -1.551], [-1.790, -6.052, 0.280], [-1.838, -5.157, 1.811], [-0.312, -5.857, 1.235], [-1.078, -1.967, 5.342], [0.947, -0.927, 6.450], [2.636, 0.274, 4.994], [3.405, 3.161, -2.457], [5.439, 1.813, -2.778], [5.799, -0.210, -1.411], [3.409, -1.451, 1.151], [5.272, -2.399, -1.069], [3.519, -2.628, -1.035], [4.540, -3.401, 0.193], [6.399, -0.971, 0.743], [5.670, -2.020, 1.969], [5.412, -0.264, 2.039], [0.697, 2.336, -0.072], [2.625, 4.666, -0.388], [2.293, 3.784, 1.111], [1.008, 4.739, 0.349], [1.479, 3.790, -2.646], [-0.053, 3.971, -1.782], [0.350, 2.423, -2.503], [-2.918, 4.707, -0.409], [-2.278, 3.936, 0.647], [-2.160, 4.441, 1.912], [-1.609, 3.733, 2.904], [-1.102, 2.392, 2.610], [-0.584, 1.703, 3.509], [-1.196, 1.914, 1.326], [-1.811, 2.634, 0.346], [-1.990, 2.220, -0.799], [-3.628, 5.405, 0.038], [-3.437, 4.029, -1.077], [-2.190, 5.268, -0.998], [-2.548, 5.443, 2.055], [-1.517, 4.123, 3.909], [-2.255, -0.695, -3.549], [-0.547, -0.136, -4.127], [-0.446, 0.344, -5.426], [0.785, 0.744, -5.928], [1.921, 0.648, -5.136], [1.815, 0.150, -3.848], [0.583, -0.240, -3.322], [0.633, -0.708, -1.891], [1.520, -1.461, -1.542], [-0.282, -0.177, -1.120], [-1.336, 0.403, -6.039], [0.853, 1.123, -6.941], [2.888, 0.957, -5.520], [2.689, 0.059, -3.210]], "lowdin_charge": [1.45, -0.08, -0.36, -0.04, -0.13, -0.05, -0.09, -0.05, -0.13, -0.37, -0.05, -0.06, -0.15, -0.02, -0.47, 0.06, -0.16, 0.03, -0.01, 0.03, -0.18, 0.00, -0.47, 0.06, -0.01, -0.15, -0.13, -0.05, -0.09, -0.04, -0.13, -0.36, -0.06, -0.07, -0.36, -0.04, -0.05, 0.08, 0.07, 0.08, 0.09, 0.08, 0.08, 0.06, 0.10, 0.10, 0.11, 0.11, 0.07, 0.08, 0.06, 0.07, 0.08, 0.08, 0.12, 0.11, 0.13, 0.11, 0.10, 0.11, 0.12, 0.07, 0.06, 0.08, 0.07, 0.08, 0.06, 0.08, 0.08, 0.08, 0.07, 0.07, 0.07, 0.07, -0.04, -0.06, -0.09, -0.01, -0.50, -0.02, 0.11, -0.55, 0.00, 0.08, 0.08, 0.08, 0.12, 0.10, 0.83, -0.61, -0.14, -0.09, -0.07, -0.02, -0.16, -0.60, 0.04, -0.18, 0.09, 0.10, 0.10, 0.11], "energy_ev": -138813.4412, "e_above_lowest_kcal_mol": 7.74, "e_homo_ev": -5.75, "charge": -1, "orbital_gap_ev": 7.7}